1.
{"formula": "C22H47N5OPY", "method": "ωB97M-V/def2-TZVPD", "symbols": ["Y", "N", "C", "C", "N", "C", "C", "N", "H", "H", "H", "H", "H", "H", "H", "H", "H", "H", "H", "H", "H", "O", "C", "C", "C", "C", "C", "C", "N", "H", "H", "H", "H", "H", "H", "H", "C", "C", "C", "C", "P", "N", "C", "C", "C", "C", "C", "C", "C", "C", "H", "H", "H", "H", "H", "H", "H", "H", "H", "H", "H", "H", "H", "H", "H", "H", "H", "H", "H", "H", "H", "H", "H", "H", "H", "H", "H"], "xyz": [[-1.0123, -1.1832, 0.0522], [-0.6384, -2.4058, 2.2488], [-1.7766, -3.2898, 2.5970], [-2.2412, -4.0809, 1.3845], [-2.6338, -3.2248, 0.2456], [-4.0432, -2.7728, 0.2456], [-4.2574, -1.4499, 0.9667], [-3.3803, -0.3980, 0.4099], [-0.4715, -1.7551, 3.0163], [0.2147, -2.9647, 2.2089], [-1.5091, -3.9848, 3.4001], [-2.5759, -2.6591, 2.9886], [-1.4237, -4.7240, 1.0422], [-3.0596, -4.7473, 1.6805], [-2.4935, -3.7721, -0.5972], [-4.3530, -2.6623, -0.7987], [-4.7016, -3.5331, 0.6819], [-5.3155, -1.1724, 0.8985], [-4.0290, -1.5391, 2.0303], [-3.7387, -0.0965, -0.4974], [-3.4288, 0.4362, 0.9935], [-1.7483, -1.3669, -2.3250], [-0.5394, -1.5127, -3.1029], [0.2449, -2.7001, -2.6106], [0.7492, -3.6556, -3.4734], [1.5119, -4.6920, -2.9514], [1.7358, -4.7356, -1.5845], [1.1658, -3.7512, -0.7900], [0.4281, -2.7536, -1.2808], [-2.5097, -1.6686, -2.8302], [0.0312, -0.5907, -2.9350], [-0.7742, -1.5918, -4.1642], [0.5552, -3.5879, -4.5342], [1.9241, -5.4498, -3.6016], [2.3333, -5.5139, -1.1359], [1.3253, -3.7596, 0.2817], [0.5290, 4.6327, -0.4537], [-0.2154, 3.3144, -0.2229], [-1.2314, 3.5402, 0.9073], [-1.0496, 2.9829, -1.4734], [0.8705, 1.8554, 0.2101], [0.0202, 0.5102, 0.0605], [2.3470, 1.7793, -0.9394], [2.9742, 0.3751, -0.8880], [3.4337, 2.8228, -0.6581], [1.8837, 1.9695, -2.3915], [1.4421, 1.9852, 1.9957], [0.2939, 1.6117, 2.9487], [1.9758, 3.3636, 2.4054], [2.5477, 0.9508, 2.2575], [-0.2141, 5.4155, -0.6129], [1.1613, 4.6090, -1.3387], [1.1381, 4.9340, 0.3974], [-1.9652, 4.2669, 0.5603], [-0.7823, 3.9462, 1.8097], [-1.7620, 2.6216, 1.1622], [-1.8115, 3.7543, -1.5794], [-1.5496, 2.0157, -1.3722], [-0.4713, 2.9768, -2.3897], [3.4628, 0.1520, 0.0527], [3.7341, 0.3230, -1.6673], [2.2263, -0.3970, -1.0825], [3.9399, 2.6581, 0.2903], [3.0575, 3.8444, -0.6755], [4.1890, 2.7435, -1.4415], [1.0675, 1.2958, -2.6513], [2.7270, 1.7431, -3.0433], [1.5742, 2.9878, -2.6113], [-0.5041, 2.3439, 2.9784], [0.7059, 1.5396, 3.9549], [-0.1382, 0.6412, 2.6825], [1.2012, 4.1282, 2.4069], [2.7970, 3.7066, 1.7786], [2.3563, 3.2918, 3.4253], [2.2476, -0.0519, 1.9456], [2.7389, 0.9280, 3.3302], [3.4877, 1.1975, 1.7727]], "atomic_forces_ev_per_a": [[-0.412, -0.653, -0.307], [0.188, 0.140, -0.004], [-0.072, -0.090, 0.171], [-0.041, -0.095, 0.039], [-0.069, -0.060, 0.008], [-0.083, -0.079, 0.013], [-0.191, -0.015, 0.115], [0.091, 0.150, -0.108], [0.005, -0.043, -0.075], [-0.091, 0.062, 0.005], [-0.047, 0.056, -0.112], [0.025, -0.067, -0.044], [-0.027, 0.054, 0.035], [0.047, 0.047, 0.006], [-0.023, -0.002, 0.041], [0.024, 0.029, 0.058], [0.037, 0.066, -0.013], [0.131, -0.071, -0.003], [-0.031, -0.026, -0.081], [0.024, -0.017, 0.106], [0.022, -0.068, -0.063], [0.000, 0.070, 0.277], [0.125, 0.163, -0.098], [-0.095, 0.021, -0.171], [0.080, 0.057, 0.110], [0.000, 0.032, 0.105], [-0.102, 0.149, 0.016], [0.158, -0.191, -0.087], [-0.110, -0.003, -0.005], [0.012, -0.016, 0.007], [-0.043, -0.176, -0.067], [0.016, -0.005, 0.076], [0.008, 0.023, -0.037], [0.021, -0.038, -0.026], [0.029, -0.038, 0.026], [-0.002, -0.012, 0.009], [0.060, 0.041, -0.034], [-0.090, 0.087, 0.002], [0.006, -0.033, 0.019], [-0.003, -0.099, 0.056], [-0.166, -0.322, 0.075], [0.503, 0.757, 0.058], [0.094, 0.011, -0.074], [-0.110, -0.009, 0.007], [0.027, 0.029, 0.056], [-0.080, 0.052, 0.023], [0.090, 0.063, 0.082], [-0.039, -0.111, -0.090], [-0.011, 0.062, -0.039], [-0.021, -0.033, -0.060], [-0.016, 0.049, -0.015], [-0.002, -0.003, -0.011], [-0.013, -0.024, -0.032], [-0.047, 0.041, -0.017], [0.011, 0.023, -0.018], [-0.025, -0.036, -0.002], [-0.059, 0.051, -0.019], [0.033, 0.064, 0.009], [0.050, -0.020, -0.053], [0.017, -0.024, 0.040], [0.049, -0.016, -0.058], [0.020, 0.029, -0.005], [0.010, -0.018, 0.026], [0.011, -0.036, 0.018], [0.043, 0.003, -0.020], [-0.047, -0.019, 0.008], [0.041, -0.015, -0.049], [0.006, 0.023, 0.013], [-0.026, 0.002, 0.013], [0.021, -0.019, 0.070], [0.046, 0.073, 0.013], [0.009, -0.005, 0.001], [-0.033, -0.007, 0.002], [0.015, 0.011, 0.045], [-0.013, -0.008, -0.006], [0.015, -0.012, 0.060], [0.021, 0.045, -0.012]], "lowdin_charge": [1.35, -0.04, -0.22, -0.19, -0.14, -0.19, -0.22, -0.04, 0.09, 0.09, 0.13, 0.11, 0.12, 0.13, 0.11, 0.13, 0.13, 0.13, 0.11, 0.10, 0.10, -0.14, -0.13, -0.26, 0.02, -0.01, -0.02, -0.11, 0.01, 0.12, 0.11, 0.14, 0.13, 0.13, 0.12, 0.11, -0.06, -0.60, -0.09, -0.09, 0.92, -0.43, -0.60, -0.09, -0.06, -0.08, -0.60, -0.09, -0.06, -0.09, 0.10, 0.07, 0.07, 0.09, 0.07, 0.06, 0.09, 0.05, 0.06, 0.06, 0.09, 0.05, 0.07, 0.07, 0.10, 0.06, 0.10, 0.07, 0.06, 0.09, 0.04, 0.07, 0.07, 0.10, 0.07, 0.09, 0.07], "charge": 2, "spin_multiplicity": 1, "e_above_lowest_kcal_mol": 7.1, "orbital_gap_ev": 8.215}

=====

2.
{"formula": "CH2N2OS2", "method": "ωB97M-V/def2-TZVPD", "symbols": ["C", "N", "N", "O", "S", "S", "H", "H"], "xyz": [[-0.3107, -0.8308, 0.4153], [0.7600, -0.3436, 1.0745], [1.5524, 0.3909, 0.5705], [-1.4632, 1.7525, -0.6771], [1.3007, 1.1866, -0.9348], [-0.7506, 0.5788, -1.1661], [0.1903, -1.6538, -0.1473], [-1.2790, -1.0808, 0.8649]], "atomic_forces_ev_per_a": [[-1.246, -0.024, -3.602], [-0.078, -0.124, 2.305], [2.493, 1.585, 0.497], [-0.955, 0.125, 0.365], [-1.295, -1.206, -0.423], [1.554, -0.678, 0.646], [-1.152, 0.123, -0.122], [0.679, 0.200, 0.334]], "nbo_charge": [-0.38, -0.13, -0.22, -0.93, 0.17, 0.99, 0.24, 0.25], "spin_multiplicity": 1, "e_above_lowest_kcal_mol": 43.1, "orbital_gap_ev": 9.402}

=====

Number 1: calculated total energy -1594.847885 Ha. Number 2: calculated total energy -1020.323658 Ha.